The following is a DFT calculation (ωB97M-V/def2-TZVPD) of a cluster of 6 separate species, BrH10O5 in total.

Summary:
HOMO level: -5.280 eV
largest force on an atom: 2.7 eV/Å
lowest unoccupied orbital energy: 3.652 eV
total energy: -2956.3164 hartree
net charge: -1
energy relative to the best compared isomer or geometry (same formula, charge and spin): 0.668 eV

Cartesian coordinates (Å):
Br1 0.962 0.731 -1.229
O1 -0.471 3.429 0.610
H1 -0.685 4.124 -0.009
H2 0.038 2.716 0.281
O2 1.490 -2.153 0.849
H3 1.816 -1.420 0.363
H4 1.264 -2.756 0.112
O3 0.923 0.866 2.307
H5 1.223 0.912 1.431
H6 0.090 0.412 2.251
O4 -1.590 -1.174 0.092
H7 -1.837 -0.966 0.995
H8 -0.678 -0.870 0.027
O5 -1.125 -1.073 -2.817
H9 -0.347 -0.738 -2.333
H10 -1.080 -2.041 -2.926

The following is a DFT calculation (ωB97M-V/def2-TZVPD) of an isolated molecule of C5H13N3.

Summary:
HOMO level: -8.769 eV
largest force on an atom: 2.7 eV/Å
lowest unoccupied orbital energy: 0.830 eV
total energy: -362.5629 hartree
structure (SMILES): [H]/N=C(/N)[C@H](N)C(C)C
net charge: 0
energy relative to the best compared isomer or geometry (same formula, charge and spin): 0.529 eV

Cartesian coordinates (Å):
H1 0.548 -2.114 -0.370
N1 -0.246 -1.919 -0.976
C1 -1.051 -1.008 -0.515
N2 -2.298 -1.004 -1.084
C2 -0.660 0.041 0.543
N3 -1.587 1.180 0.511
C3 0.875 0.585 0.460
C4 1.948 -0.458 0.761
C5 1.213 1.354 -0.816
H2 -2.433 -1.847 -1.632
H3 -3.062 -0.833 -0.446
H4 -0.739 -0.449 1.519
H5 -1.559 1.692 1.388
H6 -2.537 0.938 0.262
H7 0.931 1.308 1.285
H8 1.620 -1.162 1.532
H9 2.855 0.034 1.134
H10 2.248 -1.013 -0.133
H11 1.205 0.706 -1.697
H12 2.216 1.792 -0.739
H13 0.513 2.177 -0.988

The following is a DFT calculation (ωB97M-V/def2-TZVPD) of a cluster of 2 separate species, C2H8NS in total.

Summary:
HOMO level: -2.733 eV
largest force on an atom: 1.8 eV/Å
lowest unoccupied orbital energy: 3.978 eV
total energy: -533.9521 hartree
net charge: -1
energy relative to the best compared isomer or geometry (same formula, charge and spin): 0.516 eV

Cartesian coordinates (Å):
S1 0.227 -1.058 -2.004
H1 -0.562 -0.443 -2.875
C1 -0.445 1.903 1.469
C2 0.474 0.678 1.326
N1 -0.243 -0.637 1.402
H2 -1.206 1.679 0.719
H3 -0.040 2.916 1.250
H4 -0.641 1.944 2.528
H5 1.397 0.731 1.898
H6 0.824 0.731 0.296
H7 -0.428 -0.831 0.401
H8 -1.205 -0.415 1.673

The following is a DFT calculation (ωB97M-V/def2-TZVPD) of a cluster of 2 separate species, C3H11NO in total.

Summary:
HOMO level: -8.729 eV
largest force on an atom: 4.0 eV/Å
lowest unoccupied orbital energy: 0.904 eV
total energy: -250.7923 hartree
structure (SMILES): CNC.CO
net charge: 0
energy relative to the best compared isomer or geometry (same formula, charge and spin): 2.839 eV

Cartesian coordinates (Å):
C1 0.860 1.179 -1.574
N1 1.650 0.936 -0.306
C2 0.543 1.169 0.894
H1 1.321 1.966 -2.233
H2 -0.159 1.492 -1.237
H3 0.828 0.165 -1.980
H4 2.368 1.565 0.066
H5 -0.498 0.848 0.636
H6 0.919 0.741 1.852
H7 0.536 2.182 0.933
C3 -1.411 -2.238 0.781
O1 -1.052 -1.970 -0.584
H8 -2.430 -1.917 1.253
H9 -0.752 -1.625 1.360
H10 -1.176 -3.273 1.024
H11 -1.547 -1.219 -0.887

The following is a DFT calculation (ωB97M-V/def2-TZVPD) of an isolated molecule of O2.

Summary:
HOMO level: -9.858 eV
largest force on an atom: 0.7 eV/Å
lowest unoccupied orbital energy: -1.977 eV
total energy: -150.2965 hartree
structure (SMILES): O=O
net charge: 0
energy relative to the best compared isomer or geometry (same formula, charge and spin): 0.002 eV

Cartesian coordinates (Å):
O1 0.000 0.000 0.594
O2 0.000 0.000 -0.594

The following is a DFT calculation (ωB97M-V/def2-TZVPD) of a structure of composition C3H4O2.

Summary:
HOMO level: -9.804 eV
largest force on an atom: 5.6 eV/Å
lowest unoccupied orbital energy: 0.885 eV
total energy: -267.0941 hartree
net charge: 0
energy relative to the best compared isomer or geometry (same formula, charge and spin): 2.686 eV

Cartesian coordinates (Å):
O1 -1.104 1.295 -1.480
C1 -0.564 0.530 -0.854
C2 -0.683 -0.662 -0.052
C3 0.933 0.188 0.630
O2 0.994 0.769 -0.518
H1 -0.198 -1.529 -0.373
H2 -1.665 -0.858 0.311
H3 1.698 -0.501 0.881
H4 0.589 0.768 1.454

The following is a DFT calculation (ωB97M-V/def2-TZVPD) of a structure of composition C22H38Ag4N2O14Zn.

Summary:
HOMO level: 0.584 eV
largest force on an atom: 13.7 eV/Å
lowest unoccupied orbital energy: 2.925 eV
total energy: -4390.6416 hartree
net charge: -2

Cartesian coordinates (Å):
Zn1 8.556 39.669 -17.848
Ag1 5.314 39.769 -16.820
Ag2 7.944 41.158 -14.018
Ag3 10.676 39.591 -14.646
Ag4 8.024 36.544 -18.202
C1 7.814 42.014 -17.154
O1 7.096 41.128 -17.614
O2 7.847 42.455 -16.012
O3 8.973 41.684 -17.500
C2 7.388 38.485 -15.534
O4 6.625 38.598 -14.580
O5 8.318 39.233 -15.721
O6 7.115 37.868 -16.556
C3 8.426 38.846 -20.277
O7 9.362 38.057 -20.227
O8 7.669 38.538 -19.339
O9 8.983 39.884 -19.817
C4 11.772 38.643 -17.407
O10 12.371 38.752 -16.306
O11 12.266 38.284 -18.494
O12 10.624 39.064 -17.624
C5 8.179 34.870 -14.998
C6 8.815 33.700 -15.946
C7 7.640 32.613 -16.023
C8 7.894 31.599 -17.163
C9 8.074 32.203 -18.563
C10 9.177 33.309 -18.484
N1 9.116 34.226 -17.261
O13 10.096 35.238 -17.195
C11 10.618 32.612 -18.722
C12 8.837 34.200 -19.714
C13 10.089 33.024 -15.270
H1 8.906 35.614 -14.674
H2 7.734 34.461 -14.091
H3 7.389 35.443 -15.484
H4 7.530 32.091 -15.073
H5 6.742 33.161 -16.309
H6 7.069 30.888 -17.128
H7 8.858 31.138 -16.945
H8 7.133 32.586 -18.960
H9 8.447 31.421 -19.225
H10 10.619 31.897 -19.545
H11 11.369 33.352 -19.000
H12 10.863 32.139 -17.771
H13 7.892 34.693 -19.485
H14 9.572 35.005 -19.703
H15 8.809 33.749 -20.706
H16 10.900 33.672 -15.602
H17 10.329 32.063 -15.727
H18 9.997 32.868 -14.195
H19 10.883 34.690 -17.151
C14 1.265 39.500 -13.480
C15 2.075 38.551 -12.634
C16 1.111 37.826 -11.638
C17 0.363 36.677 -12.244
C18 1.311 35.729 -13.037
C19 2.266 36.387 -14.094
N2 2.842 37.699 -13.592
O14 3.726 38.378 -14.512
C20 3.472 35.502 -14.322
C21 1.523 36.735 -15.423
C22 3.005 39.509 -11.793
H20 0.942 40.423 -12.999
H21 1.711 39.871 -14.403
H22 0.322 39.109 -13.862
H23 1.662 37.662 -10.712
H24 0.451 38.620 -11.288
H25 -0.106 36.116 -11.436
H26 -0.396 37.036 -12.939
H27 0.532 35.317 -13.678
H28 1.930 35.022 -12.485
H29 3.811 35.306 -15.339
H30 3.350 34.444 -14.090
H31 4.293 35.717 -13.638
H32 0.898 37.623 -15.330
H33 0.742 36.100 -15.843
H34 2.202 36.930 -16.253
H35 3.852 39.865 -12.380
H36 2.509 40.375 -11.355
H37 3.568 39.066 -10.972
H38 4.539 38.245 -14.020

The following is a DFT calculation (ωB97M-V/def2-TZVPD) of an isolated molecule of C3H4FN3O.

Summary:
HOMO level: -9.137 eV
largest force on an atom: 5.7 eV/Å
lowest unoccupied orbital energy: 0.691 eV
total energy: -456.0006 hartree
structure (SMILES): Cn1nnc(O)c1F
net charge: 0
energy relative to the best compared isomer or geometry (same formula, charge and spin): 2.522 eV

Cartesian coordinates (Å):
C1 -0.017 0.128 1.961
N1 -0.197 0.168 0.514
N2 -0.509 1.371 0.015
N3 -0.426 1.174 -1.339
C2 0.001 -0.065 -1.569
O1 0.314 -0.526 -2.803
C3 0.137 -0.801 -0.385
F1 0.574 -2.026 -0.092
H1 0.802 0.987 2.037
H2 -0.944 0.390 2.527
H3 0.294 -0.927 2.428
H4 -0.029 0.127 -3.293

Question: What is the largest force on an atom in the second record?
Answer: 2.7 eV/Å

Question: lowest unoccupied orbital energy of number 5 (O2)?
Answer: -1.977 eV

Question: total energy of number 2 (C5H13N3)?
Answer: -362.5629 hartree

Question: What is the formula in the sixth record?
Answer: C3H4O2